No. 1
{
  "formula": "C23H17F8IrN4O4S",
  "method": "ωB97M-V/def2-TZVPD",
  "elements": ["Ir", "S", "F", "F", "F", "F", "F", "F", "F", "F", "O", "O", "O", "O", "N", "N", "N", "N", "C", "C", "C", "C", "C", "C", "C", "C", "C", "C", "C", "C", "C", "C", "C", "C", "C", "C", "C", "C", "C", "C", "C", "H", "H", "H", "H", "H", "H", "H", "H", "H", "H", "H", "H", "H", "H", "H", "H", "H"],
  "coordinates": [[-0.1746, 0.1647, 0.0545], [-1.5848, 1.8034, -1.1572], [-3.7114, 5.6082, 0.0953], [-2.1450, 4.9361, -1.2430], [1.7097, 2.4049, -1.1363], [-4.0040, 3.8269, -1.1047], [3.7322, 2.4273, -2.9046], [4.6949, 0.0932, -3.9099], [1.5184, -2.3019, -1.4402], [3.5565, -2.2695, -3.1571], [3.7997, -1.3563, 5.8291], [-0.5448, -2.1959, 3.5352], [-0.7460, -1.4497, 1.4335], [5.2915, 0.0681, 4.7883], [1.3733, 0.2040, 1.8032], [-1.1234, -1.5783, -1.3588], [-2.5709, -3.2950, -3.1436], [-1.2377, 1.7925, 1.3839], [2.4921, 0.9225, 1.8759], [-3.0961, 4.5215, -0.3893], [-1.8083, 2.5157, 0.4149], [-1.0549, -1.3838, -2.8018], [-0.1763, -1.5437, 2.5834], [1.9808, -0.9965, 3.7710], [-1.2504, -2.7004, -3.5457], [3.1168, -1.1157, -2.6603], [2.0644, -1.0981, -1.7614], [-1.3913, 2.1248, 2.6607], [4.3182, -0.5855, 5.0649], [-2.1133, 3.2413, 3.0392], [1.1137, -0.7236, 2.7191], [-2.6653, 4.0394, 2.0463], [1.5356, 0.0605, -1.2264], [-2.4119, -2.1418, -0.9630], [3.4233, 0.7257, 2.8828], [-2.5142, 3.6823, 0.7153], [-2.6659, -3.4785, -1.6543], [2.1418, 1.2375, -1.6363], [3.6879, 0.0835, -3.0511], [3.1336, -0.2547, 3.8063], [3.1950, 1.2730, -2.5349], [-3.1993, -1.4256, -1.2168], [2.6491, 1.6751, 1.1131], [-2.2363, 3.4881, 4.0831], [-2.4159, -2.2840, 0.1176], [-2.7144, -4.1858, -3.6188], [-1.8261, -0.6605, -3.0840], [-3.2169, 4.9345, 2.2990], [4.3296, 1.3091, 2.9336], [-0.4679, -3.4084, -3.2729], [-0.9229, 1.4788, 3.3941], [-1.9138, -4.2113, -1.3633], [-1.2351, -2.5523, -4.6244], [-0.3828, -2.2061, -1.0537], [1.7241, -1.7518, 4.4985], [-3.3163, -2.6639, -3.4447], [-0.0917, -0.9577, -3.0776], [-3.6526, -3.8661, -1.4059]],
  "homo_energy_ev": [-10.6704, -10.6831],
  "s_squared": 0.788,
  "charge": 1,
  "spin_multiplicity": 2,
  "e_lumo_ev": [-3.7, -5.6],
  "gap_ev": [6.95, 5.12]
}


No. 2
{
  "formula": "C5H11N",
  "method": "ωB97M-V/def2-TZVPD",
  "elements": ["N", "C", "C", "C", "C", "C", "H", "H", "H", "H", "H", "H", "H", "H", "H", "H", "H"],
  "coordinates": [[0.4190, 1.0950, -0.8422], [-1.7892, 0.4564, -0.2584], [1.8432, 1.0515, -1.0713], [0.2945, -0.7868, 0.5496], [-0.3007, -1.7502, 1.5381], [-0.3169, 0.2676, -0.0113], [-1.3920, -1.7133, 1.4614], [-2.0596, 0.5118, -1.3043], [-2.1125, 1.4525, 0.0902], [-0.1020, -1.4248, 2.5592], [2.0130, 1.7415, -1.8894], [-0.0358, 1.9559, -1.0910], [1.2503, -1.0791, 0.1242], [0.0488, -2.7721, 1.4149], [2.1028, 0.0360, -1.3947], [2.4550, 1.2567, -0.1883], [-2.3176, -0.2984, 0.3131]],
  "homo_energy_ev": -7.3417,
  "smiles": "C/C=C(\\C)NC",
  "e_lumo_ev": 1.1,
  "gap_ev": 8.42
}


No. 3
{
  "formula": "C6H12O",
  "method": "ωB97M-V/def2-TZVPD",
  "elements": ["O", "C", "C", "C", "C", "C", "C", "H", "H", "H", "H", "H", "H", "H", "H", "H", "H", "H", "H"],
  "coordinates": [[0.5440, -0.0791, 0.7388], [-1.3800, 0.8545, -0.6272], [2.7391, 0.9382, -0.0480], [1.6977, -0.2015, -0.1384], [-2.1079, -0.8205, 1.0658], [-0.7584, -1.0424, 0.3988], [-1.9497, -0.5318, -0.3965], [-0.2911, -1.9935, 0.2920], [-2.2882, 0.0267, 1.7257], [-0.3782, 0.8580, 0.0210], [-2.0380, 1.6629, -0.3167], [3.1402, 1.0609, 0.9620], [-2.5692, -1.0970, -1.1318], [-2.6426, -1.7277, 1.3699], [2.3378, 1.9016, -0.3772], [3.5963, 0.7132, -0.7092], [2.1975, -1.1345, 0.1327], [1.3687, -0.2682, -1.1839], [-1.0534, 0.9172, -1.6670]],
  "homo_energy_ev": -9.1470,
  "smiles": "CCO[C@H]1C[C@H]1C",
  "e_lumo_ev": 1.1,
  "gap_ev": 10.27
}


No. 4
{
  "formula": "C21H24F3MnO2PS3",
  "method": "ωB97M-V/def2-TZVPD",
  "elements": ["Mn", "S", "S", "S", "P", "F", "F", "F", "O", "O", "C", "C", "C", "C", "C", "C", "C", "C", "C", "C", "C", "C", "C", "C", "C", "C", "C", "C", "C", "C", "C", "H", "H", "H", "H", "H", "H", "H", "H", "H", "H", "H", "H", "H", "H", "H", "H", "H", "H", "H", "H", "H", "H", "H", "H"],
  "coordinates": [[0.2841, 0.8259, 0.1167], [0.5031, 3.1537, -0.6708], [3.2960, 1.5113, -2.2758], [2.6309, 1.2859, 1.1089], [-0.9671, -1.0603, 0.9259], [0.7640, 0.0579, -1.3889], [-1.6916, 1.3277, -1.8182], [-2.4034, 1.6894, 0.1986], [-1.4145, 1.7537, 3.5867], [-0.1760, 1.4600, 1.7514], [-1.7758, -3.7186, 0.5578], [-3.6148, -0.6700, -0.1378], [1.8712, 3.8712, 0.2860], [-1.0859, 1.0752, 2.6737], [2.5138, 3.0701, -2.7440], [-2.6387, -2.0097, -2.4352], [-1.6372, 0.8906, -0.5524], [0.2372, -4.6291, 2.2620], [-0.6640, -5.5216, 1.6933], [-1.6665, -5.0695, 0.8469], [-2.1990, -0.5877, -0.4771], [4.4691, 1.9899, -0.9872], [-0.8778, -2.8264, 1.1350], [-4.4755, -1.3818, -0.9096], [-1.7523, -1.3239, -1.6627], [-1.5981, -0.3453, 2.4703], [4.2564, 1.2402, 0.3234], [-3.9940, -2.0101, -2.0763], [0.1379, -3.2768, 1.9845], [1.0344, 3.1897, -2.4087], [2.3270, 3.0221, 1.4702], [2.5805, 3.1473, -3.8291], [-5.5267, -1.4291, -0.6594], [2.6751, 4.0585, -0.4136], [-1.1909, -0.9676, 3.2723], [1.5099, 4.8317, 0.6514], [-2.6798, -0.3883, 2.5733], [4.4426, 3.0677, -0.8405], [-2.3077, -2.5224, -3.3278], [0.8498, -2.5853, 2.4240], [1.0191, -4.9865, 2.9177], [3.0940, 3.9046, -2.3551], [-2.3686, -5.7700, 0.4147], [4.9396, 1.6040, 1.0927], [-0.7039, -1.2581, -1.9369], [1.5652, 3.0046, 2.2431], [4.4475, 0.1743, 0.1981], [-4.7029, -2.5196, -2.7209], [-3.9835, -0.1140, 0.7146], [5.4685, 1.7476, -1.3449], [-2.5683, -3.3740, -0.0872], [3.2307, 3.4482, 1.9065], [0.6414, 4.1353, -2.7863], [0.4602, 2.3854, -2.8674], [-0.5847, -6.5780, 1.9138]],
  "homo_energy_ev": [-13.8740, -13.8708],
  "s_squared": 3.985,
  "charge": 2,
  "spin_multiplicity": 4,
  "e_lumo_ev": [-8.9, -8.7],
  "gap_ev": [5.02, 5.15]
}


In the order shown, the computed calculated total energy values come out to -73681.9398; -6852.4033; -8460.3785; -107512.6091 eV.
In the order shown, the computed energy relative to the best compared isomer or geometry (same formula, charge and spin) values come out to 2.625; 1.125; 3.975; 2.098 eV.